Entry one
A cluster of 2 separate species, C2H8NPS in total, computed with ωB97M-V/def2-TZVPD.

```
! wB97M-V def2-TZVPD RIJCOSX def2/J DEFGRID3
* xyz 0 1
C 1.0288 -2.4188 0.2810
C 0.2293 0.0837 0.9618
N -1.0631 2.6878 -1.1480
P -0.8235 1.0424 -1.4397
S -0.2800 -1.5570 1.1981
H 1.9314 -2.4396 0.8847
H 1.1964 -1.8904 -0.6522
H 0.6858 -3.4293 0.0862
H 1.2892 0.2420 0.8729
H -0.3114 0.7732 1.5882
H -1.5161 2.9584 -0.2864
H -0.2635 3.2747 -1.3413
H -2.1034 0.6729 -1.0052
*
```

Calculated values
- LUMO energy (alpha / beta): 0.384 / 0.414 eV
- HOMO-LUMO gap (alpha / beta): 7.298 / 7.170 eV
- HOMO (alpha / beta): -6.9 / -6.8 eV

Entry two
The molecule C2H8NPS, computed with ωB97M-V/def2-TZVPD.

```
! wB97M-V def2-TZVPD RIJCOSX def2/J DEFGRID3
* xyz 0 1
C -1.2525 -1.5769 -1.9720
C -0.0603 0.4189 1.8459
N 1.6951 1.5659 0.2486
P 0.0776 1.6296 0.5464
S -0.2788 -0.1577 -1.2988
H -1.7759 -1.3393 -2.9248
H -1.9318 -1.7012 -1.2202
H 0.3718 0.8796 2.7297
H -1.1473 0.3114 2.0628
H 0.2498 -0.5698 1.5830
H 2.1418 0.6437 0.2250
H 2.3768 2.3411 0.1591
H -0.4663 -2.4453 -1.9846
*
```

Calculated values
- LUMO energy: -0.291 eV
- HOMO-LUMO gap: 7.505 eV
- SMILES: CSP(C)N
- HOMO: -7.8 eV

Which of them is the most stable? Correct choice: entry two.

Entry one
The molecule C5H4S, computed with ωB97M-V/def2-TZVPD.

```
! wB97M-V def2-TZVPD RIJCOSX def2/J DEFGRID3
* xyz 0 1
C -0.7180 -0.0064 1.5713
C -0.3638 -0.1892 0.1776
C -0.0193 -0.1166 -0.9927
C 0.3172 -0.1153 -2.3718
C 0.5687 0.0346 -3.6010
H 0.5746 0.1789 3.5977
H -1.4366 0.7999 1.8170
H -1.0199 -0.9758 1.9663
H 1.1320 -0.0935 -4.5249
S 0.9652 0.4835 2.3604
*
```

Calculated values
- LUMO energy: 0.470 eV
- HOMO-LUMO gap: 9.793 eV
- SMILES: C#CC#CCS
- HOMO: -9.3 eV

Entry two
A structure of composition C5H4S, computed with ωB97M-V/def2-TZVPD.

```
! wB97M-V def2-TZVPD RIJCOSX def2/J DEFGRID3
* xyz 0 1
C 0.6614 -0.0623 0.9548
C 0.1053 -0.7579 1.8847
C 0.9080 0.7349 -0.1807
C -0.6531 -0.8073 0.3687
C -0.3470 0.1420 -0.7394
S -1.9420 0.3835 -0.0627
H 0.7076 1.7276 -0.0926
H 1.8943 0.5675 -0.5573
H -0.9949 -1.8016 0.1921
H -0.3397 -0.1263 -1.7675
*
```

Calculated values
- LUMO energy: 0.727 eV
- HOMO-LUMO gap: 10.149 eV
- HOMO: -9.4 eV

Which of them is the most stable? Correct choice: entry one.

Entry one
A cluster of 2 separate species, C5H14 in total, computed with ωB97M-V/def2-TZVPD.

```
! wB97M-V def2-TZVPD RIJCOSX def2/J DEFGRID3
* xyz 1 2
C 0.6591 2.2294 -0.9453
C 1.6727 1.8127 0.0734
H -0.1968 1.5142 -0.9247
H 0.1724 3.1821 -0.7340
H 1.0140 2.1370 -1.9714
H 2.6164 2.3439 0.2636
H 2.2031 0.9059 -0.2720
H 1.2139 1.6461 1.0472
C -0.5048 -1.0197 0.6180
C -1.9896 -1.3914 0.9488
C -0.0138 -1.9233 -0.4616
H -0.5324 0.0723 0.3672
H 0.2480 -0.9372 1.4308
H -2.1635 -2.4562 0.8656
H -0.8400 -2.2955 -1.0701
H 0.5324 -1.2564 -1.1664
H -2.5933 -0.8361 0.2284
H -2.1801 -0.9945 1.9575
H 0.6821 -2.7331 -0.2550
*
```

Calculated values
- LUMO energy (alpha / beta): -2.986 / -10.609 eV
- Expectation value of S²: 0.75
- HOMO-LUMO gap (alpha / beta): 12.258 / 4.419 eV
- HOMO (alpha / beta): -15.2 / -15.0 eV

Entry two
A cluster of 2 separate species, C5H14 in total, computed with ωB97M-V/def2-TZVPD.

```
! wB97M-V def2-TZVPD RIJCOSX def2/J DEFGRID3
* xyz 1 2
C -0.3707 1.0889 1.6208
C 0.0682 0.7531 3.0560
H -1.2123 1.7818 1.7054
H 0.4028 1.5911 1.0395
H -0.6826 0.1254 1.1613
H 1.0494 0.2868 3.1362
H -0.6761 0.1494 3.5658
H 0.1239 1.7241 3.5653
C 0.4485 -0.1477 -1.4891
C -1.0018 -0.1315 -1.9348
C 0.9156 -1.6018 -1.4682
H 1.0198 0.5735 -2.0854
H 0.5136 0.1348 -0.3994
H -1.6023 -0.7398 -1.2582
H -1.1850 -0.4825 -2.9576
H 0.3199 -2.2182 -0.7758
H 0.8642 -2.0444 -2.4666
H -1.4078 0.8900 -1.8343
H 1.9298 -1.6274 -1.0519
*
```

Calculated values
- LUMO energy (alpha / beta): -2.855 / -10.945 eV
- Expectation value of S²: 0.75
- HOMO-LUMO gap (alpha / beta): 13.062 / 4.575 eV
- HOMO (alpha / beta): -15.9 / -15.5 eV

Which of them is the most stable? Correct choice: entry two.